102
Properties=species:S:1:pos:R:3:forces:R:3 method="wB97M-V/def2-TZVPD" lumo_energy_ev="-3.5 / -3.5" orbital_gap_ev="6.26 / 6.26" homo_ev="-9.72 / -9.72" total_charge=+1
Pt -0.0221 -0.3561 0.0221 0.393 -0.942 -1.225
C -0.7064 3.1068 -3.0264 -0.046 0.012 0.084
C 0.1239 2.1625 -2.1904 -0.084 0.058 -0.013
O -0.4976 1.4521 -1.3822 0.316 0.299 0.102
C 1.5529 2.1210 -2.3843 -0.032 0.090 0.130
C 2.2098 3.1927 -3.0277 -0.050 -0.008 0.021
C 3.5686 3.2094 -3.1896 0.061 0.016 -0.047
C 4.3175 2.1127 -2.7316 -0.047 -0.008 0.042
C 3.7049 1.0433 -2.1326 0.060 -0.069 -0.130
C 2.3023 1.0116 -1.9200 -0.121 -0.326 -0.164
O 1.7711 -0.0364 -1.3619 0.298 0.433 0.113
H -1.7559 2.8419 -2.9175 0.012 0.005 0.015
H -0.4181 3.0606 -4.0753 0.010 0.037 0.004
H -0.5727 4.1339 -2.6806 0.018 -0.004 -0.020
H 1.6301 4.0366 -3.3788 -0.007 -0.021 -0.001
H 4.0557 4.0437 -3.6749 0.001 0.004 0.035
H 5.3956 2.1169 -2.8420 -0.013 -0.035 -0.055
H 4.2761 0.1851 -1.7992 0.021 0.033 0.030
I -5.4779 1.8088 1.5483 -0.004 0.008 0.007
C -4.3999 0.8048 0.0824 -0.001 -0.022 -0.004
C -4.9923 0.3708 -1.0902 0.020 -0.027 -0.037
C -4.1910 -0.2644 -2.0283 -0.040 0.038 0.037
C -2.8526 -0.4662 -1.7487 0.106 0.133 -0.091
N -2.3018 -0.0923 -0.5910 0.498 -0.296 -0.021
C -3.0539 0.5524 0.2938 -0.026 -0.053 0.175
H -6.0474 0.5237 -1.2732 0.014 0.031 -0.013
H -4.6049 -0.6071 -2.9665 0.035 0.020 -0.009
H -2.1983 -0.9275 -2.4728 0.042 -0.050 0.014
H -2.5629 0.8771 1.1981 0.028 -0.010 -0.046
C -2.0936 -3.5671 1.5802 0.037 0.162 0.081
C -1.0627 -3.2132 0.4956 -0.108 -0.181 -0.337
C -1.7319 -3.2874 -0.8751 0.187 0.107 -0.060
C 0.0439 -4.2867 0.5027 0.153 0.129 0.217
C -0.4907 -1.8695 0.8616 -1.410 -0.067 1.235
H -2.5645 -4.5193 1.3355 -0.022 0.007 0.001
H -2.8779 -2.8064 1.6429 -0.013 -0.046 -0.013
H -1.6214 -3.6624 2.5616 -0.013 -0.002 -0.018
H -1.9553 -4.3279 -1.1132 0.022 0.012 0.000
H -1.0754 -2.8899 -1.6528 -0.038 -0.022 -0.006
H -2.6644 -2.7376 -0.8743 -0.156 0.046 -0.062
H -0.4318 -5.2603 0.3800 -0.021 0.017 0.024
H 0.6103 -4.2983 1.4340 -0.023 -0.061 -0.058
H 0.7398 -4.1331 -0.3172 0.029 -0.025 -0.034
H -0.5081 -1.7234 1.9510 0.456 -0.437 0.047
C -1.7570 3.0460 5.0019 -0.029 -0.058 -0.114
N -1.0363 2.5732 3.8351 0.007 0.036 0.183
C -0.1212 3.3684 3.0418 0.001 0.062 0.003
C 0.2411 2.3845 1.9278 -0.181 -0.148 0.065
O 1.0201 2.6023 1.0316 0.011 0.069 -0.021
N -0.4595 1.2061 2.1238 -0.243 0.535 0.484
C -1.1812 1.3869 3.2295 0.123 0.023 -0.074
N -2.0057 0.4445 3.7056 0.010 0.038 -0.032
H -1.2279 3.9015 5.4136 0.009 -0.014 0.027
H -1.7944 2.2731 5.7714 0.036 0.020 0.020
H -2.7740 3.3553 4.7502 -0.001 0.008 0.009
H 0.7637 3.6671 3.6068 0.016 -0.016 -0.011
H -0.5935 4.2644 2.6343 -0.006 -0.014 -0.035
H -2.0287 -0.4459 3.2425 -0.011 -0.042 0.048
H -2.5468 0.5770 4.5406 -0.004 -0.024 -0.006
F 7.7802 2.4314 0.6291 0.003 -0.004 0.012
C 7.2342 2.3089 1.8516 0.003 0.047 0.001
F 8.1535 1.7507 2.6498 0.001 0.002 0.001
F 7.0081 3.5551 2.3050 0.004 -0.014 0.001
C 5.9602 1.5094 1.7969 -0.027 -0.033 -0.001
C 5.8451 0.3049 2.4800 0.002 -0.012 0.003
C 4.6739 -0.4236 2.3818 -0.026 -0.043 0.029
C 3.6186 0.0487 1.6013 -0.205 0.324 -0.207
C 3.7338 1.2646 0.9416 -0.013 0.059 0.080
C 4.9086 1.9959 1.0396 0.044 0.017 0.010
P 2.1115 -0.9642 1.4140 0.161 0.145 -0.486
C 1.6464 -1.2085 3.1610 -0.223 0.044 -0.012
C 1.6348 -0.0597 3.9549 0.176 -0.004 -0.019
C 1.0881 -0.0764 5.2244 -0.006 0.001 0.042
C 0.5467 -1.2530 5.7213 0.000 0.004 -0.031
C 0.5836 -2.4156 4.9670 -0.014 -0.012 -0.022
C 1.1184 -2.3885 3.6860 -0.039 0.048 0.006
C -0.1031 -1.2802 7.0780 -0.013 0.005 0.011
F -1.2586 -1.9713 7.0441 0.010 0.005 0.004
F 0.6762 -1.8551 8.0008 0.002 0.008 0.001
F -0.3988 -0.0405 7.5104 0.003 -0.013 0.006
C 2.8328 -2.5317 0.8088 -0.124 -0.062 -0.010
C 3.3571 -3.5138 1.6460 -0.035 0.038 0.059
C 3.8453 -4.7003 1.1181 0.032 0.017 0.004
C 3.8574 -4.8853 -0.2543 0.019 0.011 0.034
C 3.4092 -3.8830 -1.1031 0.024 0.018 0.027
C 2.8826 -2.7166 -0.5743 -0.072 -0.022 -0.090
C 4.3333 -6.1823 -0.8525 0.003 -0.026 -0.013
F 3.3096 -6.8434 -1.4277 0.017 0.007 0.006
F 4.8706 -6.9988 0.0631 0.001 0.014 -0.012
F 5.2527 -5.9756 -1.8063 0.000 0.001 -0.003
H 6.6675 -0.0607 3.0788 -0.009 -0.003 -0.005
H 4.5872 -1.3579 2.9221 0.022 -0.012 -0.032
H 2.9069 1.6500 0.3692 0.011 0.001 0.014
H 5.0062 2.9398 0.5175 -0.030 -0.023 -0.007
H 2.0620 0.8587 3.5684 -0.019 -0.009 0.023
H 1.0658 0.8245 5.8231 0.036 -0.005 -0.009
H 0.1776 -3.3349 5.3705 -0.007 0.008 -0.031
H 1.1017 -3.2922 3.0921 0.046 0.016 0.064
H 3.3845 -3.3757 2.7188 -0.053 -0.010 0.009
H 4.2199 -5.4746 1.7729 0.009 0.013 0.003
H 3.4602 -4.0191 -2.1760 -0.037 -0.005 0.008
H 2.4953 -1.9426 -1.2287 0.042 -0.002 0.035

104
Properties=species:S:1:pos:R:3:forces:R:3 method="wB97M-V/def2-TZVPD" lumo_energy_ev=-4.4 orbital_gap_ev=5.35 homo_ev=-9.72 total_charge=+1
Lu 12.9460 14.3558 16.2383 0.194 -0.205 -0.456
Br 17.1932 10.3236 11.9438 -0.348 0.574 0.584
C 16.2947 11.6425 13.1324 -0.475 -1.296 -0.404
Br 16.2634 13.3872 12.3638 -0.215 0.073 0.025
H 16.8501 11.6803 14.0569 0.103 0.001 0.026
H 15.2759 11.2181 13.3018 0.816 0.766 -0.259
C 7.2414 13.6248 16.4907 0.388 1.965 0.838
C 8.3090 13.4963 15.6130 0.911 0.678 1.587
C 9.5282 14.1094 16.0180 0.113 0.425 -1.749
C 9.6751 14.9002 17.1551 -1.127 -0.914 0.558
C 8.5550 15.1202 17.9824 -1.272 -0.233 -1.022
C 7.3134 14.5727 17.5668 1.463 -1.227 0.329
N 11.0029 15.2142 17.5702 -0.802 -0.279 -0.060
N 11.0894 15.5307 18.7696 1.367 0.366 -0.376
C 12.4571 15.8346 19.1357 -0.331 -0.759 -0.610
C 12.6640 16.5697 20.2436 -0.981 1.303 0.383
C 13.9614 17.0207 20.5347 -4.182 -0.260 0.793
C 14.9554 16.6637 19.7724 5.293 -0.852 -2.048
C 14.7104 15.8314 18.6684 -0.099 -1.428 -1.059
N 13.4794 15.4118 18.3663 -0.159 0.194 -0.003
H 6.3052 13.1232 16.3786 -0.386 -0.285 -0.422
H 8.2309 12.9180 14.7083 0.196 -0.140 -0.095
H 10.3869 14.0751 15.3144 -0.643 -0.459 0.595
H 8.6233 15.7137 18.8901 -0.016 -0.123 -0.236
H 6.4420 14.6676 18.2109 0.179 0.209 -0.166
H 11.7697 16.9923 20.7304 0.690 -0.493 0.140
H 13.9367 17.6500 21.3456 1.019 1.459 1.823
H 16.0357 16.9653 19.9849 -1.707 -0.348 -0.368
H 15.4452 15.3575 17.9551 -0.362 1.184 1.205
Br 18.0701 13.7140 8.1208 -0.405 0.556 0.026
C 17.1100 15.3059 8.6059 -1.674 -1.235 0.242
C 15.7002 15.2372 8.8279 2.466 -0.457 0.017
C 15.0685 16.2985 9.4317 -1.362 -1.310 -1.051
C 15.7324 17.4623 9.6100 2.209 1.579 0.205
C 17.1087 17.5819 9.2927 -1.675 -0.760 0.666
C 17.7983 16.4500 8.8752 1.020 1.172 0.221
N 15.0340 18.6530 9.9865 0.325 -0.293 -1.178
N 14.3249 18.6994 10.9746 -1.199 1.196 1.149
C 14.3864 17.8076 12.0548 2.231 -1.158 1.611
C 15.6266 17.4728 12.6299 -2.258 -0.246 -0.268
C 15.6940 16.6686 13.7821 0.172 0.117 -0.273
C 14.5720 16.1366 14.3809 -0.850 -0.230 0.003
O 14.5665 15.3166 15.4349 0.591 0.191 -0.126
C 13.2879 16.4664 13.8400 2.023 0.509 -0.103
N 12.1892 15.8936 14.4209 0.692 0.508 0.350
C 11.0475 16.2699 13.9465 -2.271 1.430 -0.892
C 10.8600 17.1715 12.8245 0.733 -1.475 1.508
C 11.9749 17.6749 12.2794 0.103 0.817 -1.743
C 13.2546 17.3942 12.7737 -1.258 -0.837 -0.463
H 15.2271 14.3007 8.6202 -0.443 -0.236 -0.053
H 13.9978 16.2152 9.5821 0.029 0.160 0.264
H 17.5566 18.5183 9.5450 0.556 0.375 -0.210
H 18.8885 16.4819 8.8055 -0.394 -0.024 -0.186
H 16.4578 17.8463 12.1017 1.264 0.138 -0.069
H 16.6569 16.3976 14.1691 0.320 -0.040 0.219
H 10.1448 15.9960 14.4850 0.133 -0.444 -0.176
H 9.9270 17.3675 12.3532 -0.795 -0.017 0.236
H 11.9075 18.2513 11.3505 0.001 0.077 0.454
F 9.4477 9.0493 9.0806 -1.605 1.195 -1.187
C 10.4352 8.4358 9.6628 0.028 -1.502 0.384
F 9.9268 7.2568 10.0737 0.410 -0.508 -0.115
F 11.3688 8.2295 8.7319 0.386 -0.425 -0.258
C 10.9405 9.2139 10.7846 0.548 0.235 1.803
C 11.3221 10.5028 10.5084 -0.218 0.965 -0.502
C 11.6357 11.3878 11.5125 0.838 0.065 0.116
C 11.7396 10.9421 12.8450 0.058 0.663 0.066
C 11.4176 9.6374 13.1154 -1.056 -2.005 -0.494
C 10.9654 8.7659 12.1000 -0.058 -0.114 -0.046
C 12.0760 11.8136 13.9502 -0.185 0.928 -0.320
C 12.2158 12.6927 14.7973 0.420 -0.751 -0.337
H 11.2693 10.8430 9.4741 0.118 0.059 0.263
H 11.9003 12.3946 11.2242 -0.026 0.160 0.292
H 11.3769 9.2388 14.1196 0.286 0.242 0.153
H 10.5875 7.7478 12.3077 0.450 0.757 0.102
C 14.0976 10.6786 20.7453 -0.876 -0.777 -0.340
C 14.0374 11.9466 19.9217 2.283 -0.802 -0.950
O 14.3538 11.5311 18.5202 -1.454 -1.380 1.472
P 14.8775 12.3139 17.2897 -1.418 0.924 -1.519
O 15.5345 11.3006 16.2561 -0.289 0.272 0.053
C 15.3308 9.9178 15.9598 1.315 -0.422 1.116
C 16.0212 9.0587 17.0220 0.990 0.283 -1.145
O 16.1288 12.9041 17.9872 3.207 1.973 0.986
C 17.2752 13.5844 17.3701 0.049 0.033 -0.653
C 18.5431 12.7878 17.4907 0.548 -1.989 0.869
H 14.3347 10.8969 21.7796 -0.144 0.123 0.219
H 14.9022 10.0416 20.3590 -0.090 0.282 0.064
H 13.1700 10.0723 20.6946 0.440 0.443 0.059
H 14.9101 12.5252 20.2382 -0.302 0.413 -0.161
H 13.1432 12.5373 19.9309 -0.569 0.056 0.031
H 15.7893 9.7541 15.0107 0.311 -0.039 -0.734
H 14.3040 9.6761 15.8803 -1.244 -0.050 -0.019
H 17.0456 9.4510 17.2409 -0.813 -0.310 -0.238
H 16.1156 8.0325 16.6504 -0.039 0.128 0.163
H 15.4433 9.0759 17.9067 -0.501 -0.105 1.072
H 17.5222 14.5440 17.8648 -0.992 -0.288 -0.119
H 17.0386 13.7472 16.3041 0.017 0.197 0.429
H 18.8676 12.6585 18.5639 -0.345 0.313 -1.058
H 19.3804 13.1880 16.9157 -0.217 0.470 0.139
H 18.4343 11.7563 17.0950 -0.215 0.506 0.192
Cl 11.1136 9.1943 16.9881 0.039 0.815 0.238
C 10.5056 10.8697 16.8246 -0.484 -0.877 1.815
Cl 10.8478 12.0073 18.2192 0.019 -0.839 -0.314
H 9.4380 10.7828 16.7227 -0.235 0.224 0.065
H 10.9889 11.3473 16.0411 0.697 0.503 -1.588

Taking the records one at a time from the top gives total energy values of -3764.3102, -12811.3752 a.u..